The following is a DFT calculation (ωB97M-V/def2-TZVPD) of C43H31AsN3O4PdS2 as an isolated structure.

Geometry as XYZ:
```
85
Properties=species:S:1:pos:R:3:forces:R:3
Pd 0.08868 0.43434 0.21329 -0.273 0.594 0.456
S -2.13385 -3.07420 0.31213 0.052 -0.033 -0.058
C -0.93349 -4.22649 -0.10936 0.056 0.024 0.030
C -1.26133 -5.59983 -0.07761 0.081 0.027 -0.025
C -0.32301 -6.56022 -0.39171 0.005 0.013 -0.004
C 0.96311 -6.16874 -0.74888 -0.026 -0.004 0.026
C 1.30558 -4.82157 -0.79412 -0.016 0.070 -0.020
C 0.38573 -3.83515 -0.47084 -0.371 -0.011 -0.151
As 0.84526 -1.90837 -0.50953 0.326 -0.254 0.559
C 2.42576 -1.94273 -1.64919 -0.072 -0.066 -0.107
C 2.27846 -1.39239 -2.91956 0.008 -0.061 -0.024
C 3.34806 -1.36647 -3.80531 -0.006 -0.004 0.026
C 4.57415 -1.89607 -3.42819 -0.014 0.005 0.042
C 4.72866 -2.44732 -2.16201 -0.023 0.036 -0.043
C 3.66003 -2.46625 -1.27510 0.034 0.030 -0.018
C 1.67210 -1.86207 1.27809 0.005 -0.135 -0.038
C 0.98714 -2.42716 2.35137 0.017 -0.074 -0.052
C 1.45769 -2.27528 3.64701 0.011 0.009 0.036
C 2.62030 -1.55503 3.88557 -0.012 -0.001 -0.035
C 3.30600 -0.98909 2.81979 0.001 -0.012 0.021
C 2.83377 -1.13587 1.52280 -0.033 0.062 0.039
H -2.27008 -5.87793 0.19754 0.004 0.030 0.025
H -0.58806 -7.60956 -0.36033 0.012 0.010 -0.005
H 1.70745 -6.91692 -0.99262 -0.001 0.018 -0.023
H 2.30481 -4.54743 -1.09900 0.050 0.009 0.008
H 1.32684 -0.95944 -3.20475 -0.003 0.026 -0.025
H 3.22549 -0.92092 -4.78495 -0.006 -0.002 0.016
H 5.41163 -1.86905 -4.11481 -0.013 -0.009 0.011
H 5.68576 -2.85715 -1.86275 -0.009 0.011 0.015
H 3.79845 -2.87102 -0.28032 -0.004 -0.039 0.003
H 0.07221 -2.98209 2.17812 0.001 0.016 0.039
H 0.90747 -2.71249 4.47199 0.013 0.010 -0.021
H 2.98081 -1.42330 4.89815 0.010 -0.012 -0.010
H 4.20665 -0.41358 2.99658 -0.020 0.002 0.001
H 3.35038 -0.65072 0.70680 0.001 0.055 -0.040
C -0.12317 2.26555 0.93865 -0.158 -0.299 -0.463
C -0.43109 3.43523 1.04035 0.154 0.068 0.277
C -0.77359 4.81981 1.20109 -0.022 -0.072 -0.020
C 0.16803 5.75752 1.63749 0.007 0.032 -0.004
C -0.17269 7.09559 1.77075 -0.012 -0.033 -0.001
C -1.45899 7.52698 1.47232 0.010 -0.041 0.003
C -2.40461 6.60340 1.04346 0.029 -0.016 0.014
C -2.06849 5.26473 0.91006 0.006 0.037 0.021
H 1.17041 5.41981 1.86891 -0.018 0.003 -0.016
H 0.57098 7.80744 2.10999 -0.005 -0.019 -0.009
H -1.72228 8.57266 1.57540 0.000 -0.013 -0.001
H -3.41244 6.92905 0.81443 0.010 -0.017 -0.004
H -2.80300 4.54041 0.58241 0.003 0.003 -0.008
O 0.32412 1.26220 -2.25660 -0.085 0.081 -0.557
C 1.45871 1.45361 -1.82497 0.024 0.009 0.118
O 1.90397 0.98158 -0.71637 -0.044 0.185 -0.161
C 2.39984 2.31762 -2.63075 0.266 -0.134 0.237
C 1.91703 3.00823 -3.73152 -0.075 0.049 -0.124
C 2.75634 3.82688 -4.46771 -0.110 0.083 -0.154
C 4.08118 3.93546 -4.08930 -0.020 -0.030 0.066
C 4.58967 3.24878 -3.00139 0.166 -0.018 0.076
C 3.73739 2.43881 -2.26953 0.035 -0.009 -0.012
N 4.97600 4.81283 -4.86547 -0.086 -0.149 0.033
O 4.50935 5.39197 -5.82667 -0.004 0.055 -0.041
O 6.13430 4.90358 -4.50861 0.064 0.025 0.023
H 0.87311 2.89364 -3.99079 0.017 0.013 0.007
H 2.40305 4.38273 -5.32404 -0.023 -0.016 0.022
H 5.63299 3.36194 -2.74377 -0.029 -0.019 0.020
H 4.09077 1.88856 -1.40773 0.005 0.039 -0.003
S -6.09987 0.33231 2.28477 0.199 -0.068 0.088
C -4.42042 0.28696 1.76886 -0.235 0.126 -0.013
C -3.36352 -0.03046 2.66397 -0.035 -0.015 -0.101
C -2.08431 -0.11420 2.20636 0.111 0.057 -0.123
N -1.74638 0.07736 0.88940 -0.151 -0.079 -0.088
C -2.76502 0.42011 0.01900 0.095 -0.111 0.296
C -4.06504 0.51955 0.41449 0.038 -0.134 0.105
C -6.43430 -1.42665 2.39810 -0.015 0.057 -0.080
C -6.20880 -2.12703 3.57540 -0.045 -0.072 0.038
C -6.44084 -3.49560 3.59644 -0.014 -0.009 -0.061
N -6.88224 -4.19162 2.54867 0.027 0.085 0.005
C -7.09682 -3.50745 1.42337 0.022 -0.004 0.053
C -6.88981 -2.14189 1.29766 -0.001 -0.082 -0.019
H -3.55992 -0.22237 3.71121 -0.021 0.029 -0.007
H -1.26724 -0.34855 2.87661 0.030 0.023 -0.042
H -2.47287 0.58777 -1.00725 0.066 0.036 -0.046
H -4.82872 0.76281 -0.31451 0.038 0.001 0.013
H -5.86071 -1.61064 4.46081 0.005 -0.017 -0.017
H -6.26332 -4.06521 4.50407 -0.010 0.030 -0.016
H -7.45502 -4.08632 0.57732 0.011 0.028 0.011
H -7.07035 -1.63787 0.35690 -0.003 -0.016 0.013
```
Positions in Å, forces in eV/Å.

Results
multiplicity	3
strongest force on any atom	0.015	hartree/bohr
ΔE to the lowest compared entry with this formula, charge and spin	1.9463	eV
HOMO energy (alpha / beta)	-0.083 / -0.198	Eh
gap between HOMO and LUMO (alpha / beta)	3.705 / 5.233	eV
net charge	-1
molar mass	899.21	g/mol

***

The following is a DFT calculation (ωB97M-V/def2-TZVPD) of C43H31Br2NNiOPSi as an isolated structure.

Geometry as XYZ:
```
81
Properties=species:S:1:pos:R:3:forces:R:3
Ni 0.62447 0.83625 0.16100 0.149 0.254 -0.138
C -0.13051 -0.03119 6.47421 0.018 0.036 -0.042
C 0.75357 0.74633 5.73138 -0.032 -0.032 -0.035
C 0.85589 0.55963 4.36203 -0.005 0.009 0.049
C 0.08682 -0.40708 3.70920 -0.067 0.063 -0.044
C -0.78597 -1.18520 4.46106 -0.024 0.010 0.070
C -0.89379 -0.99652 5.83723 -0.009 -0.010 -0.068
P 0.40968 -0.58753 1.91498 0.375 -0.369 -0.038
C -0.81735 -1.81730 1.32865 -0.179 0.192 0.017
C -0.40608 -2.87579 0.52217 -0.018 -0.144 0.039
C -1.34317 -3.72624 -0.05044 -0.039 0.019 0.101
C -2.70212 -3.54019 0.18276 0.073 -0.007 -0.013
C -3.12216 -2.48624 0.98308 0.044 0.025 0.003
C -2.18418 -1.62421 1.53889 -0.015 -0.024 -0.086
C 1.97559 -1.41120 1.87895 -0.148 0.056 0.017
C 2.49287 -2.24047 2.86182 0.175 -0.151 -0.023
C 3.73091 -2.84850 2.69880 -0.102 0.060 0.033
C 4.40876 -2.62537 1.48579 -0.018 0.040 -0.088
C 3.92039 -1.80570 0.49325 0.115 -0.083 -0.001
C 4.63428 -1.62914 -0.76536 -0.014 -0.029 0.110
C 4.21244 -0.78084 -1.69983 -0.100 0.088 -0.055
C 2.99140 0.08965 -1.53662 0.025 0.013 0.212
C 2.19623 -0.13698 -0.25486 -0.211 -0.024 0.214
C 2.67373 -1.08107 0.66584 0.027 0.126 -0.265
H -0.21641 0.11371 7.54421 0.009 -0.009 -0.006
H 1.36756 1.49109 6.22330 -0.005 0.001 -0.008
H 1.55918 1.15095 3.78250 -0.010 -0.020 0.015
H -1.37825 -1.95306 3.97828 0.032 0.014 0.023
H -1.57031 -1.61859 6.41145 -0.002 0.015 -0.013
H 0.65229 -3.01901 0.33361 -0.020 0.026 0.002
H -1.00783 -4.53270 -0.69165 0.001 -0.005 0.029
H -3.43010 -4.20852 -0.26312 0.030 0.026 0.005
H -4.17900 -2.32664 1.16690 0.033 0.021 -0.009
H -2.52267 -0.78368 2.13432 -0.017 -0.018 0.022
H 1.92360 -2.42780 3.76925 -0.017 0.066 -0.045
H 4.14860 -3.48147 3.47123 -0.002 -0.011 -0.042
H 5.35984 -3.12449 1.30836 -0.028 0.021 0.006
H 5.52772 -2.22857 -0.92666 -0.022 0.023 -0.004
H 4.75731 -0.68904 -2.63798 0.003 -0.037 0.053
H 3.31040 1.14110 -1.59724 0.009 0.003 -0.043
Br -4.22789 0.75577 -3.03675 -0.026 -0.018 -0.005
C -3.77426 1.12773 -1.24606 -0.205 -0.076 0.064
C -4.76672 1.00974 -0.25512 0.120 -0.013 -0.190
C -4.46568 1.30846 1.03496 -0.136 0.004 0.176
Br -5.83981 1.14267 2.34201 0.028 0.006 -0.005
C -3.17341 1.73425 1.41258 0.132 0.083 -0.042
C -2.81268 2.12816 2.72228 -0.233 -0.109 -0.077
C -1.55782 2.58244 2.96161 0.284 0.203 0.084
C -0.61429 2.55555 1.91753 0.122 0.204 0.308
N -0.88290 2.11230 0.71656 -0.200 -0.078 -0.094
C -2.16672 1.78299 0.41597 -0.268 -0.087 0.010
C -2.48427 1.51054 -0.95611 0.150 -0.097 -0.019
O -1.60639 1.68239 -1.91683 -0.085 0.156 0.058
H -5.76304 0.69288 -0.52591 0.007 -0.012 -0.054
H -3.54081 2.07362 3.51993 -0.039 0.009 -0.037
H -1.26375 2.91307 3.94857 0.054 -0.015 -0.039
H 0.40714 2.87485 2.07918 0.061 -0.089 0.106
C 1.55795 4.88785 -4.55921 0.001 -0.037 0.008
C 0.32477 4.92029 -3.92412 0.008 -0.034 0.027
C -0.09365 3.84080 -3.15410 0.066 -0.019 0.012
C 0.70076 2.69856 -2.99826 0.052 0.065 -0.079
C 1.94078 2.68889 -3.65307 -0.099 0.076 -0.006
C 2.36542 3.76601 -4.42238 -0.056 -0.030 0.057
Si 0.08841 1.24421 -1.93769 0.251 -0.381 -0.047
C -0.09049 -0.23697 -3.11815 -0.049 -0.004 -0.088
C -0.74126 -1.35921 -2.59456 0.067 -0.040 -0.013
C -1.05994 -2.45081 -3.39125 0.014 0.040 -0.031
C -0.72190 -2.44632 -4.73997 0.012 0.055 0.046
C -0.06337 -1.34802 -5.27758 -0.002 -0.004 0.041
C 0.24381 -0.25440 -4.47353 -0.048 -0.038 0.041
H 1.88625 5.72789 -5.15985 -0.001 -0.005 0.001
H -0.31810 5.78655 -4.03367 0.010 -0.007 0.018
H -1.06315 3.87991 -2.66999 0.031 0.001 -0.041
H 2.58561 1.82282 -3.56937 0.001 0.023 0.006
H 3.32946 3.72812 -4.91631 -0.007 -0.007 0.001
H 2.35997 -0.06000 -2.42551 -0.023 -0.041 -0.058
H -0.98972 -1.38395 -1.53542 -0.015 0.035 -0.107
H -1.57243 -3.30400 -2.95938 0.022 0.040 -0.015
H -0.97104 -3.29398 -5.36808 0.013 0.006 0.008
H 0.20455 -1.33949 -6.32843 0.007 0.003 0.019
H 0.74696 0.59947 -4.91525 -0.039 0.001 0.002
```
Positions in Å, forces in eV/Å.

Results
strongest force on any atom	0.010	hartree/bohr
HOMO energy	-0.079	Eh
gap between HOMO and LUMO	3.898	eV
net charge	-1
molar mass	855.29	g/mol